No. 1
Here is C32H40B3MnO39 as an isolated structure at a distorted geometry from the OMol25 dataset. Energies are from wB97M-V/def2-TZVPD.

Output
- charge = -1
- energy (eV) = -147057.8206
- LUMO level (eV) = 1.5
- energy relative to the best compared isomer or geometry (same formula, charge and spin) (eV) = 0.000
- HOMO-LUMO gap (hartree) = 0.3241
- 2S+1 = 6

Atoms and positions in Å:
Mn -0.69787 -0.17061 0.11240
O 2.80366 2.62025 -1.95026
C 2.61405 3.19772 -0.90876
O 3.37392 4.10271 -0.34155
B 2.65365 4.71008 0.80246
O 1.48454 3.81185 1.00828
C 1.43349 2.90603 0.05889
O 0.56552 2.08548 -0.07037
O 2.25017 6.08401 0.53069
C 2.76611 6.89951 1.45782
O 2.66254 8.08573 1.46942
C 3.56102 6.02207 2.44938
O 3.50726 4.77473 1.99658
O 4.16431 6.41108 3.38634
O -4.09288 7.80760 0.14739
C -3.35871 6.97172 0.55123
O -3.65145 5.71864 0.88585
B -2.42529 5.04096 1.27872
O -1.31541 5.94525 1.01714
C -1.80819 7.11825 0.58789
O -1.18993 8.10753 0.35285
O -2.47238 4.57618 2.69696
C -2.58998 3.27551 2.72741
O -2.88929 2.59727 3.67167
C -2.36216 2.73074 1.28323
O -2.19432 3.77227 0.52241
O -2.37712 1.58224 0.94085
O -2.83291 -2.03312 -3.61588
C -1.81736 -2.63835 -3.54468
O -1.44607 -3.66336 -4.29275
B -0.08170 -4.07306 -3.85629
O 0.34795 -3.09205 -2.85079
C -0.65298 -2.27789 -2.60543
O -0.65660 -1.38529 -1.81764
O 0.80070 -4.13691 -5.02105
C 1.19232 -5.38899 -5.22195
O 1.92554 -5.76838 -6.06285
C 0.68863 -6.21402 -4.01710
O -0.07661 -5.42995 -3.26678
O 0.98731 -7.32868 -3.75707
C 5.23443 -2.00211 1.49772
C 4.66528 -1.77203 0.11792
O 3.24903 -1.54273 0.22637
C 2.63752 -0.84776 -0.73929
O 1.51922 -0.43290 -0.59739
O 3.34286 -0.86184 -1.85400
C 2.64211 -0.53119 -3.05734
H 6.28860 -2.27008 1.38819
H 4.77153 -2.88203 1.96631
H 5.13631 -1.27319 2.30315
H 4.84767 -2.71453 -0.40642
H 5.16032 -0.97688 -0.43163
H 3.40163 -0.30054 -3.79031
H 1.94894 0.28374 -2.90523
H 1.99625 -1.36768 -3.34268
C -5.71472 1.35414 -3.35735
C -4.25311 1.62465 -3.60432
O -3.50255 1.12769 -2.53401
C -2.18366 1.19206 -2.55089
O -1.55897 0.99233 -1.54514
O -1.69138 1.53382 -3.72392
C -0.30187 1.84311 -3.80664
H -5.96108 1.88844 -2.43706
H -5.86831 0.28328 -3.24522
H -6.34506 1.74160 -4.15231
H -4.06295 2.67837 -3.82270
H -3.93052 1.15066 -4.53704
H -0.14559 2.42022 -4.71079
H 0.27192 0.92325 -3.92079
H 0.02908 2.34105 -2.89737
C 3.06558 -5.30535 0.47552
C 1.69712 -5.24453 -0.11534
O 1.16561 -3.91250 -0.18749
C 0.48731 -3.36009 0.78010
O -0.21573 -2.38635 0.62426
O 0.55345 -4.04793 1.92213
C -0.38211 -3.75383 2.96379
H 3.06872 -4.86992 1.47680
H 3.80715 -4.74252 -0.09266
H 3.39101 -6.34390 0.50955
H 0.96440 -5.89791 0.35941
H 1.70542 -5.60231 -1.14539
H 0.16410 -3.59825 3.89112
H -1.00116 -4.64648 3.08013
H -1.03415 -2.91687 2.73721
C -2.94121 -4.19811 -0.93939
C -3.86864 -3.11457 -0.45301
O -3.78465 -2.88558 0.95032
C -3.16859 -1.81358 1.40409
O -2.52753 -1.06923 0.70485
O -3.34084 -1.73050 2.70198
C -3.06850 -0.46596 3.33698
H -3.18592 -5.19474 -0.57453
H -1.92681 -3.99614 -0.57610
H -2.90134 -4.17284 -2.02736
H -4.90969 -3.32371 -0.70946
H -3.69756 -2.18206 -1.00176
H -3.08195 -0.65100 4.40766
H -3.86105 0.23967 3.11748
H -2.11185 -0.06159 3.02723
C 0.80239 4.22249 4.02486
C 1.32364 2.80476 4.06437
O 0.53117 2.01883 3.17707
C 0.83908 0.80895 2.82151
O 0.10213 0.18187 2.08885
O 1.92285 0.33258 3.38412
C 2.23139 -1.03685 3.15465
H -0.25698 4.26658 4.28560
H 0.97839 4.72816 3.08046
H 1.30838 4.83346 4.77831
H 1.38696 2.49944 5.11336
H 2.37114 2.79054 3.74774
H 1.66314 -1.66441 3.84420
H 3.28099 -1.16916 3.39581
H 2.03834 -1.32619 2.12648



No. 2
Here is a 9-piece molecular cluster, C32H40BF8I2O26 overall at a distorted geometry from the OMol25 dataset. Energies are from wB97M-V/def2-TZVPD.

Output
- charge = -1
- energy (eV) = -125689.8276
- LUMO level (eV) = 1.6
- HOMO-LUMO gap (hartree) = 0.2341

Atoms and positions in Å:
C 4.31256 5.66274 3.36726
C 3.59581 5.65196 2.00624
C 3.58256 4.26790 1.32513
C 2.34234 3.49921 1.68909
O 2.08284 3.54612 3.07536
B 1.18955 2.37982 3.38735
C -0.24030 2.84209 4.02065
C -0.92006 4.04340 3.34577
C -1.83790 3.60771 2.21075
I -1.89831 5.10514 0.63552
O 1.10663 1.64470 2.02812
C 2.24412 1.99397 1.41303
I 4.06705 1.00732 2.31551
H 4.84060 4.72708 3.53927
H 5.04834 6.46509 3.42140
H 3.60702 5.77096 4.18580
H 2.56376 5.95871 2.16284
H 4.07700 6.37474 1.34953
H 4.46304 3.71572 1.64477
H 3.64044 4.41517 0.24568
H 1.44537 3.87391 1.16969
H 1.65222 1.56040 4.16146
H -0.03915 3.10916 5.06044
H -0.93024 1.99109 4.06007
H -1.54488 4.58207 4.06488
H -0.17648 4.75421 2.99251
H -1.50820 2.68420 1.74814
H -2.86766 3.52319 2.53563
H 2.33108 1.66208 0.38061
C -3.46102 1.57425 -0.46925
C -4.83144 1.63941 -1.10491
O -5.52823 0.60809 -0.42242
C -4.96018 0.47228 0.80953
O -5.47224 -0.11408 1.70673
O -3.78084 1.10670 0.85609
F -4.81355 1.35824 -2.43305
H -2.82272 0.84965 -0.96420
H -2.96509 2.53932 -0.43145
H -5.35739 2.58368 -0.95609
C -1.07032 -1.62869 -4.16999
C -1.89058 -0.42856 -3.76368
O -0.92858 0.60909 -3.74103
C 0.05986 0.27836 -4.61928
O 0.88098 1.02367 -5.03044
O -0.04986 -1.02189 -4.96754
F -2.42942 -0.56740 -2.52510
H -0.61969 -2.10831 -3.30170
H -1.62327 -2.35822 -4.75385
H -2.68565 -0.16267 -4.46138
C -8.84997 0.32062 0.60338
C -8.94199 1.74090 1.11300
O -10.33936 1.97741 1.10188
C -10.96903 0.77615 1.24846
O -12.11413 0.64395 1.51308
O -10.09227 -0.23482 1.05731
F -8.33123 2.62985 0.28949
H -8.81548 0.29652 -0.48630
H -8.00354 -0.22729 1.00872
H -8.56246 1.88541 2.12525
C -0.74561 -1.74250 7.13738
C -1.34279 -0.54138 7.83785
O -0.27043 0.37268 7.84634
C 0.54140 0.08704 6.77069
O 1.37266 0.79658 6.33839
O 0.21044 -1.13059 6.26744
F -1.71291 -0.81545 9.11902
H -0.23602 -2.40600 7.83786
H -1.46994 -2.31255 6.56048
H -2.19279 -0.08908 7.32313
C 4.29079 -2.39948 0.57814
C 5.23811 -2.55064 -0.58871
O 4.63635 -3.58397 -1.34982
C 3.30015 -3.56464 -1.08875
O 2.49058 -4.14444 -1.73060
O 3.04145 -2.79531 -0.01534
F 6.48022 -2.95219 -0.21273
H 4.54381 -3.09718 1.37791
H 4.24976 -1.38178 0.97474
H 5.33388 -1.65857 -1.20908
C 2.54765 -5.52367 7.34079
C 1.84116 -6.76650 7.84245
O 0.98683 -6.24663 8.84626
C 0.71553 -4.94949 8.53075
O -0.14196 -4.29286 9.01385
O 1.55986 -4.51576 7.57002
F 2.69332 -7.66139 8.39805
H 3.43294 -5.31032 7.94079
H 2.81570 -5.56265 6.28952
H 1.23652 -7.27879 7.09256
C 1.50281 -2.88503 -8.73350
C 1.02910 -4.10503 -7.97340
O 0.00896 -3.56336 -7.15282
C -0.49615 -2.46325 -7.77900
O -1.49229 -1.91001 -7.46644
O 0.31373 -2.09142 -8.79501
F 1.99591 -4.63998 -7.19365
H 2.27143 -2.34744 -8.17626
H 1.86843 -3.11085 -9.73168
H 0.60727 -4.89458 -8.59751
C 3.85283 0.82762 -10.09205
C 4.83879 -0.32034 -10.14980
O 4.09816 -1.32446 -10.82455
C 3.18197 -0.69467 -11.62059
O 2.57201 -1.22195 -12.48457
O 3.07872 0.60724 -11.27720
F 5.18070 -0.77217 -8.92057
H 3.21143 0.74849 -9.21319
H 4.31975 1.80735 -10.11822
H 5.74924 -0.11012 -10.71309



No. 3
Here is C32H40BrN5O6PSV as an isolated structure at a distorted geometry from the OMol25 dataset. Energies are from wB97M-V/def2-TZVPD.

Output
- charge = -1
- energy (eV) = -169419.4504
- LUMO level (spin up / spin down) (eV) = 1.8 / 1.8
- energy relative to the best compared isomer or geometry (same formula, charge and spin) (eV) = 1.207
- HOMO-LUMO gap (spin up / spin down) (hartree) = 0.1596 / 0.2131
- 2S+1 = 4

Atoms and positions in Å:
V 0.73121 -0.54017 0.18616
O 0.17821 1.42531 5.44510
C 1.17818 0.50394 5.38269
C 1.87739 0.19462 6.54173
C 2.95655 -0.67810 6.47673
C 3.34362 -1.23401 5.26122
C 2.61039 -0.94635 4.11348
C 1.50996 -0.10440 4.17359
C 0.66804 0.20006 2.96756
O 0.99280 -0.58834 1.88024
N 0.79828 1.61014 2.61183
N 0.33086 1.74314 1.24634
C -0.35164 2.85818 1.09165
C -0.84094 3.40782 -0.09823
Br -0.28367 2.52523 -1.71749
C -1.59944 4.56476 -0.30326
C -2.37659 5.29821 0.66091
C -2.83212 4.77529 1.89363
C -3.59097 5.53951 2.76852
C -3.93281 6.85367 2.47133
C -3.51226 7.38648 1.25080
C -2.76633 6.62874 0.36775
H 0.02504 1.74667 4.52947
H 1.57846 0.66113 7.47401
H 3.50841 -0.90967 7.38142
H 4.20366 -1.89066 5.20723
H 2.86941 -1.37857 3.15493
H -0.38596 0.05144 3.20796
H 1.79816 1.80494 2.58063
H -0.50342 3.47435 1.97274
H -1.58777 4.97480 -1.30648
H -2.62385 3.74398 2.13753
H -3.92925 5.09599 3.69849
H -4.51874 7.44549 3.16442
H -3.76792 8.40886 0.99366
H -2.44962 7.05750 -0.57770
C -2.31646 -2.41625 -4.36107
N -1.94418 -0.94994 -4.39520
C -3.09187 -0.12644 -3.82796
N -3.53286 -0.60829 -2.56487
C -3.88090 -2.01465 -2.65116
N -2.75319 -2.84219 -3.07208
C -1.72236 -2.93553 -2.01033
P -1.07368 -1.30878 -1.33065
C -0.74730 -0.76255 -3.51215
C -2.66143 -0.32220 -1.40589
H -1.43373 -2.96912 -4.67453
H -3.12164 -2.55534 -5.08551
H -1.80909 -0.67175 -5.37210
H -3.90312 -0.18611 -4.55697
H -2.72545 0.89405 -3.74096
H -4.68868 -2.13530 -3.37783
H -4.22587 -2.35528 -1.67582
H -0.89352 -3.53675 -2.39013
H -2.17538 -3.47906 -1.18118
H 0.06131 -1.38656 -3.90240
H -0.43767 0.28356 -3.57125
H -2.43617 0.74228 -1.39226
H -3.23495 -0.54380 -0.51253
C 3.90139 5.83816 -0.17836
C 3.70170 4.35753 -0.37542
C 3.30082 3.84642 -1.60626
C 3.14082 2.48410 -1.79660
C 3.37280 1.61861 -0.73958
C 3.76799 2.10491 0.50043
C 3.92809 3.47074 0.67457
S 3.25099 -0.11898 -0.99118
O 4.20028 -0.47274 -2.00859
O 3.42136 -0.72855 0.32155
O 1.83639 -0.36106 -1.44268
H 3.69278 6.39084 -1.09513
H 4.92782 6.05498 0.12516
H 3.23985 6.22015 0.60328
H 3.09688 4.52752 -2.42608
H 2.82290 2.09180 -2.75516
H 3.94298 1.40703 1.31006
H 4.22815 3.85532 1.64492
C -3.09506 -1.60388 1.74573
O -1.88767 -0.96124 1.40713
C -1.02801 -1.66148 0.48666
C -0.62962 -3.04881 0.93016
H -3.17580 -1.68326 2.83242
H -3.16415 -2.61215 1.32406
H -3.95587 -1.02617 1.38660
H -1.47111 -3.75099 1.01658
H -0.10784 -3.03417 1.89559
H 0.05848 -3.48638 0.19326



No. 4
Here is C32H40F24NO5 as an isolated structure at a distorted geometry from the OMol25 dataset. Energies are from wB97M-V/def2-TZVPD.

Output
- charge = +1
- energy (eV) = -110768.2744
- LUMO level (eV) = -3.2
- HOMO-LUMO gap (hartree) = 0.3498

Atoms and positions in Å:
C -1.46876 -4.53666 -1.85730
C -1.39654 -3.32131 -2.81810
C -1.61532 -3.72249 -4.30140
C -0.32624 -3.55624 -5.11688
C 0.85662 -4.20868 -4.41968
C 2.22011 -3.61176 -4.77786
C 2.24715 -2.11174 -4.37857
C 3.39944 -1.71872 -3.47750
C 3.43080 -0.21140 -3.17367
C 2.04379 0.41147 -2.86439
C 1.87226 1.17424 -1.57621
C 1.41463 2.48592 -1.65706
O 1.14731 3.07898 -2.81803
C 1.19389 3.23411 -0.53684
C 1.42108 2.70136 0.65390
N 1.85334 1.44153 0.72966
C 2.07973 0.67143 -0.34222
C 2.49458 -0.73076 -0.05974
C 1.31777 -1.67422 0.29125
O 1.56853 -2.78076 0.73269
H -0.47261 -4.72356 -1.46500
H -2.15766 -4.39061 -1.03441
H -1.77947 -5.43738 -2.37409
H -0.44921 -2.79021 -2.73804
H -2.15956 -2.61199 -2.50971
H -2.37032 -3.06480 -4.72593
H -2.02199 -4.72651 -4.35042
H -0.45973 -4.02752 -6.08975
H -0.17676 -2.49623 -5.31295
H 0.73578 -4.19754 -3.34100
H 0.86843 -5.25877 -4.71127
H 2.47422 -3.75016 -5.82031
H 2.91877 -4.12971 -4.12502
H 2.28663 -1.50990 -5.28853
H 1.28749 -1.92090 -3.90723
H 4.32491 -1.98758 -3.97937
H 3.36097 -2.34487 -2.58441
H 4.09368 -0.03451 -2.33310
H 3.85428 0.28826 -4.03573
H 1.86757 1.12578 -3.65782
H 1.22711 -0.30419 -2.91644
H 0.70265 2.48032 -3.43117
H 0.82023 4.23915 -0.60732
H 1.23482 3.24010 1.56889
H 2.00806 1.03871 1.64529
H 3.08435 -1.18088 -0.84048
H 3.12621 -0.71812 0.82729
H 0.27238 -1.32857 0.17007
C -1.61353 -4.54209 3.99169
C -2.54902 -4.65895 2.76820
C -3.19298 -6.02087 2.49825
F -2.27390 -6.96562 2.23474
F -3.99233 -5.92025 1.40894
F -1.87889 -4.21407 1.66898
F -3.57503 -3.78619 2.97598
O -0.21136 -4.59529 3.74113
C 0.48475 -5.78698 3.71161
C 1.14649 -6.01224 2.34928
F 0.21947 -6.09134 1.37451
F 1.83099 -7.17629 2.36960
F -0.28064 -6.82629 4.08081
F 1.47416 -5.68730 4.62793
H -1.76034 -3.53179 4.37118
H -1.91068 -5.20122 4.80666
H -3.80448 -6.33839 3.34716
H 1.83156 -5.19388 2.11666
C -0.27219 8.12746 -1.77329
C 0.05798 7.36273 -0.47417
C -0.96613 6.34945 0.04059
F -2.12993 6.92246 0.36903
F -0.48858 5.75059 1.16249
F 0.36217 8.24151 0.49617
F 1.19386 6.63659 -0.72654
O -0.75515 9.45469 -1.65135
C -2.10599 9.73021 -1.52949
C -2.41421 10.45314 -0.21662
F -2.08509 9.67895 0.83779
F -3.73696 10.70992 -0.14940
F -2.85710 8.62288 -1.68544
F -2.42888 10.56220 -2.53774
H 0.68860 8.24800 -2.27281
H -0.88092 7.53328 -2.45513
H -1.15367 5.56747 -0.70309
H -1.85745 11.39008 -0.15552
C -0.57626 2.23349 4.44980
C 0.37222 1.61775 3.41116
C -0.26723 0.83770 2.24785
F -0.93052 -0.24694 2.66861
F 0.72163 0.39989 1.40576
F 1.30232 0.84745 4.03281
F 1.05195 2.65875 2.83490
O -0.74095 1.53683 5.66145
C -1.71742 0.58057 5.77148
C -1.10713 -0.77559 6.07394
F -0.28540 -1.15251 5.07057
F -2.07291 -1.70092 6.16536
F -2.50602 0.54169 4.68161
F -2.50449 0.92238 6.80835
H -0.09729 3.16667 4.74630
H -1.53179 2.52499 4.01034
H -0.94578 1.47565 1.67393
H -0.53496 -0.75258 7.00289